CH2IN2PS as an isolated structure, computed with ωB97M-V/def2-TZVPD.

Output
- HOMO-LUMO gap: 8.2 eV
- Energy above the lowest of the compared OMol25 structures with the same formula, charge and spin: 328.9 kJ/mol
- Net charge: 0

Each line ends with the Löwdin charge.
CARTESIAN COORDINATES (ANGSTROEM)
I1 1.196 1.896 0.623  0.4047
S1 1.741 -0.673 -2.668  0.7205
P1 -0.601 0.293 1.056  0.3098
N1 -1.547 -0.083 -0.200  -0.2669
N2 -0.181 -1.132 -0.736  -0.1079
C1 0.577 -0.650 -1.623  -0.9120
H1 -0.108 -0.819 1.580  -0.0519
H2 -1.076 1.168 1.968  -0.0962

---

A 2-piece molecular cluster, CH2INO2S overall, computed with ωB97M-V/def2-TZVPD.

Output
- HOMO-LUMO gap (spin up / spin down): 8.0 / 7.2 eV
- Energy above the lowest of the compared OMol25 structures with the same formula, charge and spin: 186.4 kJ/mol
- Net charge: 0

Each line ends with the Löwdin charge.
CARTESIAN COORDINATES (ANGSTROEM)
I1 3.296 -0.991 -0.381  0.2566
S1 1.237 0.589 0.117  0.4688
O1 0.970 1.333 -1.098  -0.5708
O2 -2.757 0.631 0.032  0.0565
N1 -1.872 0.841 0.728  0.1061
C1 -0.055 -0.514 0.193  -0.3264
H1 -0.483 -0.952 -0.640  0.0296
H2 -0.335 -0.937 1.048  -0.0204

---

CH2INO2S as an isolated structure, computed with ωB97M-V/def2-TZVPD.

Output
- HOMO-LUMO gap: 8.9 eV
- Energy above the lowest of the compared OMol25 structures with the same formula, charge and spin: 220.7 kJ/mol
- Net charge: 0

Each line ends with the Löwdin charge.
CARTESIAN COORDINATES (ANGSTROEM)
I1 2.591 -0.683 0.467  0.6422
S1 0.764 0.641 0.077  0.3599
O1 1.229 1.983 0.225  -0.4747
O2 -0.244 0.334 1.347  -0.3558
N1 -1.320 -0.101 0.641  -0.0673
C1 -0.963 -0.492 -0.502  -0.2683
H1 -1.883 -0.767 -1.090  0.1028
H2 -0.173 -0.916 -1.165  0.0611

---

CH2INO3 in the gas phase, computed with ωB97M-V/def2-TZVPD.

Output
- HOMO-LUMO gap: 9.7 eV
- Energy above the lowest of the compared OMol25 structures with the same formula, charge and spin: 0.0 kJ/mol
- Net charge: 0
- Structure (SMILES): O=[N+]([O-])OCI

Each line ends with the Löwdin charge.
CARTESIAN COORDINATES (ANGSTROEM)
I1 -1.710 0.007 -1.844  0.7120
O1 1.732 0.784 -1.795  0.1216
O2 2.684 -1.145 -1.948  0.1551
O3 0.943 -0.989 -0.666  -0.1052
N1 1.884 -0.363 -1.564  -0.4186
C1 -0.246 -0.326 -0.234  -0.5817
H1 -0.756 -0.998 0.508  0.0741
H2 -0.349 0.629 0.297  0.0427

---

Values for calculated total energy, eV, ordered as above
-32270.3738, -25585.3723, -25585.0170, -16797.8547